C35H77N7O28 | ωB97M-V/def2-TZVPD

```
! wB97M-V def2-TZVPD RIJCOSX def2/J DEFGRID3
* xyz 0 1
C -2.972 -6.645 -3.296
N -2.237 -5.365 -2.914
O -2.794 -4.680 -2.044
O -1.201 -5.076 -3.519
H -2.386 -7.310 -3.931
H -3.927 -6.353 -3.733
H -3.153 -7.101 -2.322
C -2.567 -1.583 -5.050
N -3.006 -2.449 -6.169
O -3.609 -1.874 -7.059
O -2.561 -3.588 -6.306
H -1.478 -1.615 -5.064
H -2.934 -2.013 -4.118
H -2.962 -0.591 -5.267
C -6.184 -0.406 -4.853
N -5.846 -0.204 -3.404
O -4.688 -0.022 -3.056
O -6.817 -0.376 -2.628
H -7.196 -0.003 -4.889
H -5.998 -1.457 -5.074
H -5.477 0.250 -5.362
C 0.888 -2.541 -3.003
N 2.096 -3.155 -2.418
O 2.133 -4.362 -2.491
O 2.870 -2.471 -1.744
H 0.816 -1.527 -2.610
H -0.002 -3.101 -2.714
H 0.985 -2.481 -4.087
C 3.036 1.322 -5.818
N 2.694 0.367 -4.727
O 2.101 0.893 -3.740
O 3.027 -0.805 -4.800
H 3.314 2.299 -5.423
H 2.174 1.381 -6.482
H 3.876 0.929 -6.391
C 2.743 3.454 -2.132
N 2.630 4.660 -2.934
O 3.108 5.716 -2.494
O 2.059 4.612 -4.005
H 1.734 3.150 -1.854
H 3.343 3.603 -1.235
H 3.362 2.778 -2.722
C -5.265 1.106 0.425
N -4.830 2.001 -0.696
O -3.703 2.471 -0.712
O -5.695 2.193 -1.505
H -5.471 0.085 0.103
H -6.190 1.541 0.803
H -4.479 1.120 1.180
O -1.974 -0.243 1.030
C -1.705 -0.639 -0.101
O -0.643 -0.242 -0.859
C 0.371 0.598 -0.261
C 1.385 -0.169 0.639
C -2.533 -1.707 -0.829
H -0.116 1.433 0.242
H 0.978 1.016 -1.064
H 2.217 -0.527 0.034
H 0.823 -0.950 1.151
H 1.866 0.539 1.315
H -1.951 -2.567 -1.162
H -3.043 -1.271 -1.688
H -3.296 -2.028 -0.120
O -0.326 -7.991 0.986
C 0.025 -7.420 -0.031
O 0.236 -6.069 -0.230
C 0.335 -5.265 0.935
C -0.184 -3.862 0.651
C 0.181 -8.183 -1.386
H 1.405 -5.210 1.133
H -0.213 -5.695 1.774
H 0.421 -3.288 -0.050
H -0.289 -3.306 1.583
H -1.220 -3.849 0.312
H 0.239 -9.236 -1.110
H 1.203 -7.970 -1.697
H -0.528 -7.874 -2.155
O 3.072 -2.264 3.841
C 2.520 -3.346 3.693
O 1.201 -3.612 3.824
C 0.391 -2.628 4.486
C -1.083 -2.577 3.993
C 3.355 -4.556 3.339
H 0.819 -1.629 4.408
H 0.492 -2.885 5.541
H -1.586 -2.183 4.876
H -1.548 -3.551 3.839
H -1.269 -2.044 3.060
H 4.002 -4.426 2.471
H 2.684 -5.404 3.197
H 3.969 -4.806 4.205
O -0.109 4.681 -1.589
C -1.087 4.837 -2.265
O -1.437 4.085 -3.218
C -0.904 2.788 -3.314
C -1.220 2.175 -4.677
C -1.944 6.087 -2.159
H -1.382 2.224 -2.512
H 0.176 2.750 -3.173
H -0.990 1.124 -4.504
H -0.512 2.612 -5.381
H -2.218 2.392 -5.060
H -1.237 6.899 -2.330
H -2.323 6.092 -1.137
H -2.790 6.078 -2.845
O -2.593 5.817 2.811
C -1.690 5.387 3.538
O -0.512 4.847 3.074
C -0.133 4.673 1.727
C 1.331 4.314 1.619
C -1.820 5.402 5.058
H -0.332 5.609 1.206
H -0.778 3.922 1.271
H 1.492 3.240 1.718
H 1.988 4.916 2.247
H 1.584 4.547 0.585
H -2.785 4.981 5.340
H -1.557 6.280 5.649
H -1.189 4.569 5.366
O 6.825 2.220 4.005
C 5.695 2.478 3.634
O 4.854 1.706 3.009
C 5.208 0.378 2.765
C 6.167 0.199 1.612
C 5.117 3.854 3.995
H 4.291 -0.186 2.595
H 5.755 -0.062 3.599
H 7.233 0.244 1.835
H 5.963 0.855 0.765
H 5.987 -0.783 1.176
H 5.931 4.539 4.234
H 4.397 3.721 4.801
H 4.573 4.398 3.223
O -0.749 0.193 6.027
C -0.874 1.180 5.301
O -0.179 2.272 5.424
C 0.975 2.264 6.151
C 2.220 2.182 5.242
C -1.811 1.274 4.079
H 1.044 1.450 6.873
H 0.928 3.170 6.756
H 3.070 1.970 5.890
H 2.455 3.044 4.618
H 2.102 1.320 4.585
H -1.360 0.753 3.235
H -2.080 2.285 3.772
H -2.809 0.861 4.224
*
```

Computed properties:
frontier orbital gap = 9.3 eV

Atom charges from the Löwdin analysis, given in e for atoms 1 to 4: number 1, C, carries 0.052; number 2, N, carries -0.389; number 3, O, carries 0.032; number 4, O, carries 0.057


C6H9N | ωB97M-V/def2-TZVPD

```
! wB97M-V def2-TZVPD RIJCOSX def2/J DEFGRID3
* xyz 0 1
C -1.489 -1.004 -0.345
C -0.504 0.186 -0.356
C 0.186 0.416 0.999
C 1.558 -0.218 0.790
C 1.537 -0.068 -0.723
C -1.107 1.350 -0.959
N -1.583 2.299 -1.428
H -1.906 -1.273 -1.323
H -2.345 -0.724 0.294
H -1.045 -1.900 0.100
H -0.391 -0.001 1.825
H 0.291 1.495 1.122
H 2.347 0.362 1.288
H 1.643 -1.251 1.143
H 1.870 0.927 -1.025
H 0.610 -0.455 -1.284
*
```

Computed properties:
relative energy (zero: lowest compared OMol25 entry of this formula, charge and spin) = 4.415 eV
frontier orbital gap (alpha / beta) = 8.3 / 8.3 eV

Atom charges from the natural (NBO) analysis, given in e for atoms 1 to 4: number 1, C, carries -0.622; number 2, C, carries -0.144; number 3, C, carries -0.382; number 4, C, carries -0.466


C27H36BCl3GaN6OS3SbSe4 | ωB97M-V/def2-TZVPD

```
! wB97M-V def2-TZVPD RIJCOSX def2/J DEFGRID3
* xyz 0 1
Ga -1.294 -0.015 0.176
C -2.381 -0.210 -3.892
C -1.294 0.684 -4.469
C -1.558 2.172 -4.253
C -1.181 0.441 -5.974
N -0.003 0.254 -3.818
C 0.838 -0.668 -4.422
C 1.758 -1.022 -3.513
N 1.493 -0.326 -2.353
B 2.338 -0.667 -1.105
N 1.773 -1.893 -0.318
C 2.671 -2.672 0.387
C 1.998 -3.697 0.935
N 0.676 -3.573 0.552
C 0.558 -2.467 -0.208
S -0.929 -1.940 -0.966
C -0.410 -4.577 0.910
C 0.217 -5.675 1.764
C -1.494 -3.895 1.736
C -0.952 -5.192 -0.378
N 2.565 0.632 -0.243
C 3.098 1.743 -0.855
C 3.304 2.679 0.092
N 2.925 2.134 1.303
C 2.456 0.890 1.068
S 1.824 -0.266 2.218
C 3.020 2.892 2.620
C 1.643 3.454 2.954
C 4.011 4.036 2.409
C 3.543 2.003 3.750
C 0.400 0.440 -2.537
S -0.281 1.515 -1.338
H -3.329 -0.003 -4.392
H -2.516 -0.033 -2.828
H -2.124 -1.260 -4.050
H -2.443 2.443 -4.832
H -0.716 2.767 -4.614
H -1.748 2.419 -3.214
H -2.058 0.881 -6.446
H -1.175 -0.620 -6.228
H -0.297 0.919 -6.399
H 0.718 -0.989 -5.438
H 2.592 -1.698 -3.588
H 3.425 -1.003 -1.511
H 3.709 -2.402 0.471
H 2.344 -4.475 1.585
H 0.624 -5.271 2.694
H 0.987 -6.235 1.226
H -0.580 -6.369 2.030
H -1.115 -3.608 2.715
H -2.314 -4.602 1.878
H -1.900 -3.012 1.248
H -0.136 -5.504 -1.034
H -1.602 -4.507 -0.920
H -1.535 -6.076 -0.118
H 3.282 1.778 -1.915
H 3.697 3.673 -0.002
H 1.734 4.124 3.811
H 0.946 2.662 3.225
H 1.238 4.018 2.112
H 3.623 4.812 1.746
H 4.968 3.679 2.023
H 4.189 4.499 3.377
H 2.799 1.307 4.128
H 3.823 2.657 4.576
H 4.431 1.448 3.438
Cl -5.834 5.341 1.780
C -5.049 3.868 1.282
C -4.465 3.048 2.226
C -3.841 1.885 1.809
Cl -3.239 0.806 3.020
C -3.720 1.520 0.457
O -3.088 0.414 0.047
C -4.393 2.358 -0.444
Cl -4.479 1.923 -2.123
C -5.040 3.516 -0.051
H -4.506 3.291 3.278
H -5.543 4.128 -0.787
Se 1.358 -2.976 4.295
Sb -0.364 -1.470 4.995
Se 0.251 0.593 6.028
Se -2.597 -2.247 4.844
Se -0.324 0.367 2.358
*
```

Computed properties:
relative energy (zero: lowest compared OMol25 entry of this formula, charge and spin) = 0.000 eV
frontier orbital gap = 6.7 eV

Atom charges from the Löwdin analysis, given in e for atoms 1 to 4: number 1, Ga, carries -0.121; number 2, C, carries -0.045; number 3, C, carries -0.528; number 4, C, carries -0.065


C27H63O18P3 | ωB97M-V/def2-TZVPD

```
! wB97M-V def2-TZVPD RIJCOSX def2/J DEFGRID3
* xyz 0 1
C 28.077 53.689 30.637
O 28.976 52.683 30.943
P 29.264 52.376 32.575
O 27.996 51.694 33.044
O 30.525 51.348 32.646
C 30.211 49.949 32.870
O 29.651 53.687 33.442
C 30.446 53.451 34.548
H 28.039 54.546 31.162
H 27.041 53.549 30.934
H 28.006 54.038 29.540
H 29.686 49.841 33.903
H 31.042 49.463 33.177
H 29.517 49.341 32.152
H 30.165 52.682 35.171
H 30.683 54.331 35.258
H 31.547 53.241 34.142
C 24.922 51.671 35.922
O 25.932 51.282 34.914
P 25.983 49.889 34.167
O 27.172 49.114 34.562
O 24.725 49.165 34.746
C 24.669 47.713 34.711
O 25.654 49.848 32.533
C 26.275 48.942 31.616
H 25.117 52.606 36.222
H 25.255 50.913 36.604
H 23.858 51.447 35.722
H 25.373 47.228 35.172
H 24.694 47.474 33.691
H 23.759 47.443 35.172
H 27.199 49.304 31.305
H 25.811 48.760 30.512
H 26.373 48.112 32.072
C 30.643 48.114 36.553
O 29.761 48.017 35.621
P 28.649 46.799 35.482
O 29.434 45.621 35.941
O 27.480 46.851 36.494
C 27.437 47.700 37.603
O 28.092 46.665 33.973
C 28.914 45.938 32.928
H 31.263 47.207 36.620
H 30.093 48.317 37.499
H 31.295 49.033 36.356
H 27.529 48.876 37.389
H 28.417 47.706 38.197
H 26.666 47.652 38.293
H 28.393 46.051 32.054
H 28.879 44.795 33.116
H 29.953 46.268 32.826
C 29.530 51.893 40.328
C 28.773 51.166 39.252
C 29.103 51.533 37.842
O 28.065 50.308 39.489
H 29.131 51.839 41.449
H 29.402 52.910 40.203
H 30.606 51.554 40.236
H 29.175 52.672 37.755
H 28.351 51.315 37.143
H 29.910 51.028 37.506
C 27.841 56.810 34.401
C 26.788 55.879 33.838
C 26.301 54.595 34.626
O 26.281 56.149 32.720
H 28.184 57.527 33.866
H 28.833 56.221 34.377
H 27.554 57.052 35.464
H 27.355 53.977 34.651
H 25.299 54.079 34.179
H 26.094 54.748 35.621
C 32.757 54.648 39.117
C 33.726 53.852 38.398
C 33.168 53.495 37.005
O 34.696 53.536 38.891
H 32.970 55.585 38.738
H 32.726 54.562 40.230
H 31.855 54.390 39.061
H 33.981 53.157 36.514
H 32.672 54.252 36.549
H 32.483 52.697 37.058
C 29.369 48.386 28.920
C 30.802 48.533 29.442
C 31.388 49.785 29.217
O 31.360 47.577 29.926
H 28.969 47.450 29.210
H 29.494 48.589 27.802
H 28.693 49.146 29.395
H 30.850 50.536 29.696
H 31.637 49.867 28.174
H 32.303 49.760 29.972
C 26.833 57.575 29.374
C 26.552 56.776 28.046
C 27.018 57.547 26.722
O 26.027 55.701 28.046
H 26.480 58.597 29.223
H 27.838 57.627 29.651
H 26.403 57.084 30.294
H 27.720 58.314 26.893
H 26.050 57.789 26.156
H 27.451 56.870 26.212
C 24.921 51.953 29.623
C 25.187 51.313 28.240
C 24.698 52.005 27.062
O 25.979 50.439 28.175
H 25.587 51.766 30.320
H 23.790 51.615 29.508
H 24.607 52.866 29.508
H 25.063 51.759 26.179
H 24.841 53.075 26.987
H 23.532 51.903 26.880
*
```

Computed properties:
SMILES = COP(=O)(OC)OC.COP(=O)(OC)OC.COP(=O)(OC)OC.CC(C)=O.CC(C)=O.CC(C)=O.CC(C)=O.CC(C)=O.CC(C)=O
relative energy (zero: lowest compared OMol25 entry of this formula, charge and spin) = 0.490 eV
frontier orbital gap = 9.3 eV

Atom charges from the Löwdin analysis, given in e for atoms 1 to 4: number 1, C, carries -0.164; number 2, O, carries -0.191; number 3, P, carries 0.580; number 4, O, carries -0.258


HNP2 | ωB97M-V/def2-TZVPD

```
! wB97M-V def2-TZVPD RIJCOSX def2/J DEFGRID3
* xyz 0 1
N -1.454 -0.978 1.811
P -0.220 -0.476 2.665
P -1.018 0.605 1.036
H 0.036 0.180 -0.133
*
```

Computed properties:
SMILES = N1=P#[PH]1
relative energy (zero: lowest compared OMol25 entry of this formula, charge and spin) = 0.116 eV
frontier orbital gap = 8.5 eV

Electronic structure analysis, natural (NBO) charges in units of e: number 1, N, carries -1.005; number 2, P, carries 0.750; number 3, P, carries 0.322; number 4, H, carries -0.068


C12H20NO5S2 | ωB97M-V/def2-TZVPD

```
! wB97M-V def2-TZVPD RIJCOSX def2/J DEFGRID3
* xyz -1 1
O 0.094 0.609 -2.420
S -0.429 0.069 -1.122
O 0.411 0.615 -0.028
O -0.349 -1.492 -1.077
C -2.137 0.696 -0.773
C -2.926 -0.257 0.205
C -3.224 0.355 1.619
N -2.097 0.227 2.589
C -1.464 1.554 2.851
C 0.085 1.289 2.985
C 0.612 -0.001 3.440
C 2.059 -0.132 3.510
C 2.986 0.940 3.130
C 2.449 2.234 2.684
C 0.996 2.369 2.640
O 0.485 3.612 2.240
H -2.088 1.766 -0.457
H -2.645 0.691 -1.781
H -3.933 -0.440 -0.278
H -2.454 -1.275 0.285
H -4.070 -0.260 2.057
H -3.610 1.413 1.577
H -2.467 -0.128 3.473
H -1.603 2.223 1.954
H -1.899 2.082 3.740
H -0.082 -0.830 3.702
H 2.519 -1.089 3.868
H 4.092 0.780 3.171
H 3.108 3.076 2.381
H 0.062 3.541 1.364
C 1.140 -2.698 -3.569
S 0.979 -1.853 -5.143
O 0.129 -2.699 -6.037
C 2.691 -2.070 -5.673
H 0.162 -2.704 -3.089
H 1.476 -3.726 -3.726
H 1.848 -2.163 -2.936
H 2.934 -3.133 -5.722
H 3.356 -1.563 -4.972
H 2.803 -1.627 -6.663
*
```

Computed properties:
relative energy (zero: lowest compared OMol25 entry of this formula, charge and spin) = 0.000 eV
frontier orbital gap = 8.0 eV

Atom charges from the natural (NBO) analysis, given in e for atoms 1 to 4: number 1, O, carries -1.016; number 2, S, carries 2.287; number 3, O, carries -1.041; number 4, O, carries -1.028